[1]
# C5H6

The molecule C5H6 in a non-equilibrium geometry (ωB97M-V with the def2-TZVPD basis set, the Open Molecules 2025 dataset).

Each line ends with the Mulliken charge.
Geometry (Å):
C1 -0.869 -2.172 0.708  -0.943
C2 -0.667 -0.957 0.300  0.420
C3 -0.136 0.145 -0.058  0.169
C4 0.215 1.031 -1.157  -0.542
C5 0.737 1.276 0.255  -0.512
H1 -1.862 -2.544 0.974  0.280
H2 0.167 -2.215 1.113  0.294
H3 0.875 0.651 -1.928  0.212
H4 -0.599 1.672 -1.493  0.201
H5 1.786 1.025 0.430  0.200
H6 0.352 2.090 0.856  0.220

- Total charge: 0
- E_HOMO: -8.43 eV
- LUMO: 1.09 eV
- Spin multiplicity: 1
- SMILES: C=C=C1CC1
- HOMO-LUMO gap: 9.52 eV

[2]
# C5H6

The molecule C5H6 in a non-equilibrium geometry (ωB97M-V with the def2-TZVPD basis set, the Open Molecules 2025 dataset).

Each line ends with the Mulliken charge.
Geometry (Å):
C1 1.372 -1.904 0.108  0.199
C2 0.488 -1.065 0.099  -0.632
C3 -0.527 -0.034 0.312  -0.411
C4 -0.261 1.500 0.376  -0.421
C5 -0.836 0.968 -0.818  -0.461
H1 2.156 -2.601 -0.057  0.430
H2 -1.313 -0.385 0.932  0.343
H3 -0.769 2.037 1.228  0.231
H4 0.761 1.893 0.178  0.230
H5 -0.356 1.042 -1.789  0.282
H6 -1.892 1.217 -0.946  0.210

- Total charge: 0
- E_HOMO: -9.21 eV
- LUMO: 1.18 eV
- Spin multiplicity: 1
- SMILES: C#CC1CC1
- HOMO-LUMO gap: 10.40 eV

[3]
# C5H6

The molecule C5H6 in a non-equilibrium geometry (ωB97M-V with the def2-TZVPD basis set, the Open Molecules 2025 dataset).

Each line ends with the Mulliken charge.
Geometry (Å):
C1 1.474 0.009 -0.122  0.432
C2 0.252 -0.079 -0.319  0.145
C3 2.821 0.155 -0.057  -1.045
C4 -1.130 -0.394 0.011  -0.415
C5 -2.447 0.404 -0.100  -0.770
H1 3.398 0.902 0.516  0.249
H2 3.623 -0.379 -0.586  0.265
H3 -1.304 -1.331 -0.515  0.260
H4 -1.055 -0.385 1.128  0.255
H5 -2.390 1.152 0.721  0.294
H6 -3.241 -0.054 -0.678  0.331

- Total charge: 0
- E_HOMO (alpha / beta): -7.77 / -8.58 eV
- LUMO (alpha / beta): 0.08 / -0.47 eV
- Spin multiplicity: 1
- HOMO-LUMO gap (alpha / beta): 7.85 / 8.11 eV

[4]
# C5H6AgFO3

A structure of composition C5H6AgFO3 in a non-equilibrium geometry (ωB97M-V with the def2-TZVPD basis set, the Open Molecules 2025 dataset).

Each line ends with the Löwdin spin population.
Geometry (Å):
O1 0.166 0.007 -1.705  0.076
Ag1 0.251 1.387 -5.737  0.000
O2 -0.935 0.916 -3.434  0.010
C1 -0.929 0.477 -2.310  0.015
O3 -2.000 0.301 -1.579  0.014
C2 -1.657 -0.334 -0.337  0.052
H1 -1.883 0.356 0.484  0.008
H2 -2.237 -1.258 -0.228  0.006
C3 -0.176 -0.604 -0.505  0.540
F1 0.159 -1.894 -0.554  0.119
H3 0.907 -0.082 1.031  0.011
C4 1.673 0.292 2.068  0.136
C5 1.414 0.088 3.353  -0.003
H4 2.667 0.523 1.675  0.009
H5 2.187 -0.286 4.032  0.005
H6 0.393 0.110 3.745  0.002

- Total charge: +1
- E_HOMO (alpha / beta): -11.70 / -11.89 eV
- LUMO (alpha / beta): -6.37 / -6.37 eV
- Spin multiplicity: 2
- ⟨S²⟩: 0.76
- HOMO-LUMO gap (alpha / beta): 5.33 / 5.51 eV

Record order is preserved below.
Energy relative to the best compared isomer or geometry (same formula, charge and spin): 308.19, 215.03, 491.19, 164.74 kJ/mol